(1)
{
  "formula": "C6H12O2",
  "method": "ωB97M-V with the def2-TZVPD basis set",
  "symbols": ["C", "H", "H", "C", "H", "C", "C", "O", "O", "H", "H", "H", "C", "H", "H", "H", "H", "H", "H", "C"],
  "positions_angstrom": [[-1.164, -0.126, -0.578], [1.243, 0.135, -0.238], [1.936, 1.768, 1.354], [1.843, 0.888, -0.958], [0.510, -3.124, 0.065], [-1.011, -0.963, 0.537], [0.662, 1.791, -0.869], [-0.531, -3.399, 0.654], [-0.711, 1.008, -1.018], [-2.308, -2.491, -0.166], [2.753, 1.373, -0.118], [2.042, 0.678, -1.987], [-1.613, -2.347, 0.785], [-0.216, -0.899, 1.210], [-2.494, -2.466, 1.689], [-0.189, 0.833, 0.907], [0.639, 2.584, -1.840], [0.202, 3.047, 0.887], [-2.296, -0.260, -0.983], [0.704, 1.971, 0.666]],
  "e_homo_ev": -8.59,
  "gap_ev": 9.260,
  "relative_energy_kcal_mol": 265.7,
  "lumo_energy_ev": 0.7,
  "energy_ev": -10500.7836
}


(2)
{
  "formula": "C48H61O4ReS3Si3",
  "method": "ωB97M-V with the def2-TZVPD basis set",
  "symbols": ["C", "C", "H", "H", "H", "C", "C", "H", "H", "H", "H", "C", "C", "H", "H", "H", "C", "H", "H", "C", "C", "C", "H", "H", "C", "C", "C", "C", "O", "H", "C", "H", "H", "C", "C", "H", "H", "H", "C", "H", "C", "H", "H", "H", "C", "C", "H", "C", "H", "H", "C", "C", "H", "H", "H", "C", "H", "C", "C", "H", "S", "H", "H", "C", "C", "Si", "C", "H", "Re", "H", "H", "C", "H", "H", "C", "C", "H", "C", "C", "S", "C", "H", "O", "H", "C", "C", "H", "H", "H", "C", "H", "C", "H", "H", "S", "H", "C", "H", "C", "H", "H", "C", "H", "H", "O", "H", "C", "H", "H", "H", "H", "Si", "C", "O", "H", "C", "C", "Si", "H", "C"],
  "positions_angstrom": [[0.467, 5.177, 0.277], [4.528, -0.874, -0.300], [-0.833, -6.556, 0.188], [-1.299, -4.150, 4.007], [3.655, 4.136, 4.341], [-3.985, -2.450, -1.134], [-3.419, -2.767, 2.218], [1.077, -1.560, -5.885], [-6.629, 5.330, -0.745], [7.851, -1.072, 2.677], [-1.494, -1.159, -5.907], [1.314, 2.838, 0.248], [1.999, 5.782, -1.982], [2.524, -4.201, 0.914], [8.232, 0.351, 1.722], [-0.247, 7.169, 0.131], [2.117, 1.908, -0.374], [-0.995, -2.599, -5.028], [0.228, -5.574, -2.431], [-1.524, -0.922, -3.759], [4.095, 0.341, 1.762], [-0.846, 2.093, 1.334], [-6.273, 5.184, -2.465], [-2.777, -6.240, -0.399], [3.668, -0.177, 0.540], [-0.459, -1.109, 3.188], [-3.442, -5.387, -0.258], [-5.835, 5.388, -1.485], [0.975, -0.129, 1.008], [0.067, -4.551, 2.951], [0.795, -4.728, -2.035], [-1.888, 2.099, 4.547], [-1.425, -3.652, -3.154], [0.059, 2.751, 3.863], [-1.226, -3.276, -0.033], [4.171, -1.291, -1.237], [8.322, -1.249, 0.981], [-3.497, -2.597, 3.297], [-0.934, -1.511, -5.040], [1.857, -5.001, -2.084], [2.938, 3.499, -1.972], [-5.901, 3.242, 0.188], [1.392, -2.487, -3.647], [-4.140, -3.549, 1.966], [-2.483, 3.611, -1.579], [2.088, 4.489, -1.414], [-1.456, -5.457, 2.838], [5.414, 0.163, 2.121], [0.602, 0.009, -5.237], [-4.406, -5.659, -0.704], [0.436, 2.581, 1.448], [-4.735, 4.404, -1.195], [2.135, 3.904, 6.293], [-2.685, 1.464, 2.312], [2.606, 6.014, -2.850], [0.532, -1.069, -5.082], [-0.133, 3.007, 6.001], [2.652, 3.753, 4.196], [-1.693, 1.876, 2.446], [-4.539, -2.459, -2.078], [-1.282, 1.647, -0.305], [1.500, -2.865, 1.402], [-1.522, 3.700, -2.078], [1.785, -3.480, 0.542], [1.301, 4.171, -0.277], [-2.774, -3.874, -1.087], [6.319, -0.502, 1.281], [-4.127, 1.611, 0.655], [-0.446, -1.400, -0.191], [0.911, -6.741, 0.020], [-2.392, -1.441, -3.355], [1.146, -1.438, -3.726], [1.096, 7.703, -1.892], [5.763, 0.552, 3.072], [-3.501, 4.513, -1.836], [-3.939, 2.436, -0.020], [-1.931, -5.317, -2.924], [0.396, 6.412, -0.300], [-4.939, 3.346, -0.300], [2.063, 0.144, -0.075], [-1.246, 2.222, 3.681], [-3.609, -5.258, 0.816], [-0.747, -1.803, 1.937], [6.537, -1.566, -0.571], [5.855, -1.028, 0.076], [7.762, -0.633, 1.681], [3.405, 0.865, 2.417], [-3.711, -1.849, 1.701], [2.880, 3.564, 2.090], [2.225, 3.428, 2.943], [0.624, -3.893, -2.692], [-2.708, 2.593, -0.654], [3.576, 3.765, -2.807], [-1.733, 0.146, -3.842], [-0.152, -0.910, -2.563], [-3.089, -4.132, -3.516], [1.791, 3.608, 5.310], [-4.728, -2.523, -0.335], [0.127, -6.114, 0.459], [1.997, -0.826, -3.427], [0.113, -0.217, 2.980], [0.530, 3.116, 5.149], [0.120, -1.775, 3.826], [-3.338, 5.313, -2.550], [-1.795, 0.105, -0.186], [-1.395, -0.844, 3.677], [1.164, 6.718, -1.447], [-0.116, 4.968, 1.165], [3.597, 1.482, -1.908], [2.322, -2.849, -0.179], [0.231, -6.163, 1.541], [-1.688, -3.232, 1.819], [-1.021, -4.465, 2.995], [0.164, 0.525, -2.337], [-5.452, 6.408, -1.509], [2.948, 2.237, -1.475], [0.913, 2.926, 2.741], [0.362, -4.428, -0.260], [-3.491, -1.480, -1.037], [-2.250, -4.277, -2.826]],
  "e_homo_ev": [-14.98, -14.98],
  "gap_ev": [5.895, 5.423],
  "relative_energy_kcal_mol": 0.0,
  "multiplicity": 4,
  "lumo_energy_ev": [-9.1, -9.6],
  "charge": 3,
  "energy_ev": -117202.5800
}


(3)
{
  "formula": "CH4Cl2N2OS2",
  "method": "ωB97M-V with the def2-TZVPD basis set",
  "symbols": ["Cl", "Cl", "S", "S", "H", "H", "O", "N", "C", "H", "H", "N"],
  "positions_angstrom": [[1.049, -0.160, 1.977], [0.243, 3.008, 0.726], [-2.058, -0.337, -1.312], [-1.118, 0.388, 0.193], [0.140, -1.764, -1.159], [1.932, -1.129, -0.556], [-1.707, 0.690, 1.466], [0.164, -0.675, 0.557], [0.884, -1.420, -0.376], [1.214, -2.440, 0.134], [-0.205, 1.995, -1.331], [-0.540, 1.844, -0.318]],
  "e_homo_ev": -9.47,
  "gap_ev": 9.313,
  "relative_energy_kcal_mol": 53.4,
  "smiles": "CN(Cl)[S@](=O)(=S)NCl",
  "lumo_energy_ev": -0.2,
  "energy_ev": -52840.6818
}


(4)
{
  "formula": "C5H12NO",
  "method": "ωB97M-V with the def2-TZVPD basis set",
  "symbols": ["H", "H", "H", "H", "H", "O", "H", "C", "C", "H", "H", "H", "N", "H", "C", "H", "H", "C", "C"],
  "positions_angstrom": [[-1.089, 1.391, -1.226], [0.854, 0.684, 0.407], [2.841, 0.296, -3.093], [0.185, -0.574, -0.631], [-2.218, 0.100, 2.375], [-0.797, 1.547, 2.533], [-0.744, -1.600, 1.356], [-0.035, 0.116, 0.187], [-1.092, 0.217, 2.575], [-2.157, 0.431, -0.197], [2.115, -0.972, -1.855], [0.903, -0.950, -3.169], [1.661, -1.271, -3.872], [-1.271, 1.824, 0.557], [-0.254, -0.638, 1.545], [0.697, -0.833, 2.052], [-0.696, -0.148, 3.535], [2.334, -0.649, -2.891], [-1.236, 1.025, -0.188]],
  "e_homo_ev": -2.21,
  "gap_ev": 4.931,
  "relative_energy_kcal_mol": 94.6,
  "lumo_energy_ev": 2.7,
  "charge": -1,
  "energy_ev": -8912.9613
}


(5)
{
  "formula": "C5H9NO",
  "method": "ωB97M-V with the def2-TZVPD basis set",
  "symbols": ["C", "H", "H", "C", "H", "C", "H", "O", "C", "H", "H", "H", "H", "H", "C", "N"],
  "positions_angstrom": [[-1.675, -0.132, -0.670], [-0.200, -1.184, 1.389], [-0.921, -0.158, 2.598], [1.295, -0.257, -0.086], [-1.091, -0.980, -1.041], [2.031, -0.240, -1.318], [2.192, -1.073, -1.984], [2.683, -0.284, -0.028], [0.518, 0.692, 0.470], [2.059, 0.763, -1.747], [-1.817, 0.576, -1.495], [0.911, 1.343, 1.249], [-1.508, 1.393, 0.862], [-2.662, -0.506, -0.369], [-0.962, 0.499, 0.531], [-0.853, -0.452, 1.637]],
  "e_homo_ev": -7.84,
  "gap_ev": 8.501,
  "relative_energy_kcal_mol": 110.1,
  "smiles": "C[C@@H](N)/C=C1\\CO1",
  "lumo_energy_ev": 0.7,
  "energy_ev": -8864.4382
}